The following is a quantum chemistry calculation of a structure of composition C31H37BBr2N13O11P2SSn, from OMol25.

```
99
C31H37BBr2N13O11P2SSn the ωB97M-V functional and the def2-TZVPD basis
Sn 0.05762 0.81188 -1.72402
C 2.24526 -1.48430 -5.20687
C 1.47461 -0.44372 -4.65834
N 1.02581 -0.77834 -3.46205
N 1.49431 -2.02021 -3.19320
C 2.23906 -2.46223 -4.24148
B 1.37069 -2.62046 -1.77209
N -0.08416 -2.52927 -1.26202
C -0.75273 -3.54366 -0.64991
C -2.08934 -3.22474 -0.62986
C -2.15747 -1.96522 -1.25920
N -0.95783 -1.56256 -1.64208
N 2.52502 -1.89246 -0.86831
C 3.77783 -2.00282 -1.32854
C 4.61971 -1.08760 -0.72344
C 3.81624 -0.40413 0.15143
N 2.56739 -0.88840 0.07115
N 1.74936 -4.10442 -1.77908
C 1.35736 -5.05088 -2.67197
C 1.73191 -6.27244 -2.17711
C 2.35362 -5.97207 -0.94467
N 2.35527 -4.67124 -0.70127
H 2.73805 -1.51668 -6.16625
H 1.22182 0.52143 -5.07594
H 2.71874 -3.42980 -4.23557
H -0.23971 -4.42707 -0.29044
H -2.89523 -3.81599 -0.22213
H -3.02037 -1.33395 -1.42825
H 4.01015 -2.71314 -2.10485
H 5.66883 -0.93502 -0.91555
H 4.05343 0.39739 0.82918
H 0.82091 -4.78936 -3.57441
H 1.58961 -7.23882 -2.63665
H 2.79430 -6.65316 -0.22816
N -3.95228 1.72364 -3.29376
C -3.28252 2.96498 -2.67092
C -4.18082 4.17465 -2.89718
P -1.63609 3.11280 -3.51315
O -0.69128 3.79631 -2.37719
O -1.71708 3.99036 -4.69580
O -1.23739 1.64311 -3.62074
P -3.18898 2.47209 -0.85514
O -3.25189 3.86430 -0.06680
O -4.46277 1.70043 -0.69640
O -1.88132 1.79812 -0.55745
H -4.53208 1.96083 -4.09075
H -4.51799 1.30822 -2.51608
H -3.18906 1.09939 -3.59641
H -4.35541 4.31795 -3.96631
H -3.69297 5.07416 -2.52814
H -5.13209 4.06512 -2.37044
H -0.36403 4.64635 -2.73312
H -2.35317 4.23735 0.02514
Br 4.37580 2.64143 -3.80466
C 3.48562 3.41605 -2.32645
C 3.65095 4.77765 -2.06010
C 2.99913 5.37297 -1.01606
Br 3.25841 7.23290 -0.71158
C 2.14048 4.62549 -0.18472
C 1.39237 5.15986 0.88906
C 0.54874 4.35627 1.60576
C 0.45085 2.99727 1.26479
N 1.14904 2.45799 0.29075
C 1.98439 3.23644 -0.44909
C 2.67121 2.57308 -1.55643
O 2.49093 1.32616 -1.79561
H 4.29360 5.37065 -2.69714
H 1.49019 6.21027 1.13003
H -0.03957 4.75396 2.42512
H -0.23804 2.33537 1.78861
C -3.38208 -1.11058 7.98273
C -2.18640 -0.76642 7.09908
S -2.26542 -1.74980 5.61866
O -3.29902 -1.21854 4.75963
O -2.29035 -3.14395 5.98021
C -0.71632 -1.41353 4.79831
C -0.67136 -2.28806 3.53361
N 0.05560 -1.63597 2.43673
C -0.57721 -0.87229 1.43471
N 0.23277 -0.32314 0.61705
C 1.57163 -0.53256 1.09780
C 1.38591 -1.47100 2.27941
N 2.34426 -1.88653 3.18802
O 3.49031 -1.46642 3.01795
O 2.01422 -2.63884 4.11501
C -2.05401 -0.68991 1.41883
H -3.34933 -0.51521 8.89217
H -3.36667 -2.16563 8.25381
H -4.31815 -0.90098 7.46476
H -1.23194 -1.00577 7.57450
H -2.19383 0.27381 6.76876
H 0.11761 -1.63076 5.46400
H -0.74356 -0.34956 4.55053
H -1.68023 -2.47093 3.17110
H -0.20656 -3.23485 3.75298
H 1.92844 0.44637 1.43620
H -2.55800 -1.60856 1.11715
H -2.29428 0.10336 0.71136
H -2.42099 -0.42422 2.41529
```

As for the frontier orbital gap (alpha / beta): 7.00 / 4.91 eV. As for the energy above the lowest of the compared OMol25 structures with the same formula, charge and spin: 46.5 kcal/mol. The calculation puts the HOMO energy (alpha / beta) at -7.0 / -7.0 eV. The value obtained for the strongest force on any atom is 0.67 eV/A. As for the spin multiplicity: 2.

=====

The following is a quantum chemistry calculation of the ion C7H10NO3 with charge +1 at a distorted geometry, from OMol25.

```
21
C7H10NO3 the ωB97M-V functional and the def2-TZVPD basis
C 1.39605 -0.04225 -0.44000
C -1.22470 -0.33876 -0.02456
C -0.59413 -1.61160 -0.27929
C 2.36947 -0.62963 1.51058
C 0.93106 -1.35211 -0.20783
C -0.89098 1.86757 -0.24943
C -2.39712 1.46914 -0.35991
N -0.53652 0.68418 0.32649
O 2.17772 0.40437 0.43742
O 1.42800 -1.54659 1.11488
O -2.39140 0.10287 -0.56250
H -0.96915 -2.58896 0.25083
H -0.83432 -1.84946 -1.36836
H 3.43354 -0.98613 1.32027
H 2.23830 -0.10728 2.41570
H 1.42785 -2.16674 -0.90813
H -0.59784 2.80859 0.19843
H 1.53593 0.57217 -1.39548
H -0.58440 1.83512 -1.29894
H -3.07797 1.79442 -1.13575
H -2.83941 1.68109 0.65559
```

As for the frontier orbital gap (alpha / beta): 9.09 / 9.09 eV. As for the energy above the lowest of the compared OMol25 structures with the same formula, charge and spin: 45.9 kcal/mol. The calculation puts the HOMO energy (alpha / beta) at -13.6 / -13.6 eV. As for the total charge: +1. The value obtained for the strongest force on any atom is 6.55 eV/A.

=====

> Which of these has the lowest strongest force on any atom?

C31H37BBr2N13O11P2SSn

=====

> Which of these has the lowest strongest force on any atom?

C31H37BBr2N13O11P2SSn

=====

> Which value of strongest force on any atom does entry 2 give?

6.55 eV/A

=====

> Number 2 is which compound?

C7H10NO3